Model a:
This record from the Open Molecules 2025 dataset describes a cluster of 3 separate species, C4H13NO3 in total. The level of theory is ωB97M-V with the def2-TZVPD basis set.

Element x y z (Å)
1 N -1.3261 1.8167 0.3541
2 C -0.1563 1.4324 -0.2027
3 C 0.5958 -0.0102 -0.2747
4 C 1.2217 -0.3053 1.1481
5 C -0.4806 -0.9754 -0.7620
6 O 0.4632 2.3050 -0.8053
7 H -2.0522 1.3073 0.7751
8 H -1.5989 2.8179 0.2655
9 H 1.3909 0.0669 -1.0238
10 H 1.1297 0.4886 1.7928
11 H 0.6859 -1.1974 1.3847
12 H 2.2392 -0.5507 1.0790
13 H -0.0789 -1.9821 -1.0726
14 H -0.8214 -0.5034 -1.8132
15 H -1.2241 -1.2488 -0.0990
16 H -3.2714 -3.0673 0.2691
17 H -2.2416 -3.3130 1.3306
18 O -3.1589 -3.0315 1.2524
19 H 3.4410 2.5112 -1.0402
20 H 2.1793 1.7663 -1.1169
21 O 3.0634 1.6729 -1.4410

The charge is 0. Its molar mass is 123.152 g mol⁻¹. The structure (SMILES) is CC(C)C(N)=O.O.O. The HOMO energy is -9.69 eV. Its lowest unoccupied orbital energy is 0.018 Eh.

---

Model b:
This record from the Open Molecules 2025 dataset describes a cluster of 3 separate species, C4H13NO3 in total. The level of theory is ωB97M-V with the def2-TZVPD basis set.

Element x y z (Å)
1 C -1.9929 -0.2654 1.4571
2 C -1.4121 -0.4545 0.0829
3 N -0.3679 0.3056 -0.3564
4 C 0.2183 1.4548 0.2362
5 C 1.0090 1.2705 1.5609
6 O -1.7333 -1.4031 -0.6283
7 H -1.8405 0.6654 1.9885
8 H -3.0915 -0.3585 1.4832
9 H -1.5604 -1.0882 2.0037
10 H 0.0201 -0.0880 -1.2059
11 H -0.4054 2.3438 0.4506
12 H 1.0340 1.8292 -0.4101
13 H 1.3279 2.2280 1.9614
14 H 1.9112 0.6745 1.2941
15 H 0.4400 0.6596 2.2773
16 H 1.8964 -0.9191 -1.0980
17 H 2.6896 -0.0670 -2.0692
18 O 2.7211 -0.4224 -1.1843
19 H -0.6508 -2.0037 -1.8872
20 H -0.1974 -2.4749 -3.3381
21 O -0.0154 -1.8866 -2.6183

The charge is 0. Its molar mass is 123.152 g mol⁻¹. The structure (SMILES) is CCNC(C)=O.O.O. The HOMO energy is -9.78 eV. Its lowest unoccupied orbital energy is 0.029 Eh.

---

It turns out model b is the most stable, with the second structure 1.073 eV higher.

---

Model a:
This record from the Open Molecules 2025 dataset describes a cluster of 3 separate species, C4H13NO3 in total. The level of theory is ωB97M-V with the def2-TZVPD basis set.

Element x y z (Å)
1 C 0.9678 -0.7223 -0.8615
2 N 1.1487 0.3206 0.0079
3 C -1.0604 1.4314 0.0359
4 C 0.4657 1.6056 0.0804
5 C 0.9662 2.4793 -1.0701
6 O -0.0463 -0.7595 -1.5358
7 H 1.7344 -1.4922 -0.7385
8 H 1.9362 0.1421 0.6151
9 H -1.5354 2.3930 0.2396
10 H -1.3510 0.7946 0.8778
11 H -1.4152 0.9761 -0.8781
12 H 0.6837 2.1026 1.0233
13 H 1.9873 2.8075 -0.8888
14 H 0.8763 1.9407 -2.0166
15 H 0.3252 3.3363 -1.2948
16 H -0.1017 -3.3611 1.2869
17 H 0.1602 -2.4219 0.1664
18 O 0.5827 -3.1544 0.6187
19 H -2.2214 -2.4662 0.7578
20 H -2.1588 -2.7816 2.2156
21 O -1.9441 -3.1706 1.3588

The charge is 0. Its molar mass is 123.152 g mol⁻¹. The structure (SMILES) is CC(C)NC=O.O.O. The HOMO energy is -9.80 eV. Its lowest unoccupied orbital energy is 0.018 Eh.

---

Model b:
This record from the Open Molecules 2025 dataset describes a cluster of 3 separate species, C4H13NO3 in total. The level of theory is ωB97M-V with the def2-TZVPD basis set.

Element x y z (Å)
1 C 0.1701 -1.9769 0.5192
2 N -0.3035 -0.7658 1.2580
3 C 0.8522 -0.0075 1.8110
4 C 1.4795 0.9403 0.7608
5 C 2.8139 1.3542 1.3429
6 O 2.9575 1.8305 2.4317
7 H 0.8105 -1.6230 -0.2901
8 H -0.7394 -2.3927 0.0989
9 H 0.7898 -2.6494 1.1098
10 H -0.7291 -1.1408 2.0926
11 H 1.5928 -0.6790 2.2440
12 H 0.3963 0.6161 2.5750
13 H 1.5321 0.4819 -0.2235
14 H 0.8315 1.8117 0.6492
15 H 3.7100 1.1258 0.7186
16 H -3.1042 0.1972 -5.0234
17 H -3.7957 1.1788 -4.2083
18 O -3.9338 0.6718 -4.9952
19 H -1.0516 0.2588 -0.6441
20 H -2.5522 0.1907 -0.9727
21 O -1.7266 0.5773 -1.2545

The charge is 0. Its molar mass is 123.152 g mol⁻¹. The structure (SMILES) is CNCCC=O.O.O. The HOMO energy is -10.00 eV. Its lowest unoccupied orbital energy is 0.025 Eh.

---

It turns out model a is the most stable, with the second structure 0.884 eV higher.

---

Model a:
This record from the Open Molecules 2025 dataset describes a cluster of 4 separate species, C4H13NO3 in total. The level of theory is ωB97M-V with the def2-TZVPD basis set.

Element x y z (Å)
1 C 1.7579 1.5865 1.7849
2 C 0.9714 0.4219 1.2864
3 C -0.2757 0.1498 1.6724
4 N -1.1521 -0.6936 0.9785
5 C -1.1658 -1.9504 0.9880
6 H 1.1362 2.3846 2.1831
7 H 2.3853 1.9695 0.9979
8 H 2.4534 1.2772 2.5756
9 H 1.4116 -0.3224 0.6216
10 H -0.7276 0.7580 2.4534
11 H -0.5402 -2.6301 1.5723
12 H -1.8532 -2.3974 0.3068
13 H -1.2479 -2.0334 -2.3411
14 H -0.4425 -1.2050 -3.2230
15 O -0.3507 -2.0168 -2.7066
16 H -2.0674 0.5518 -1.8771
17 H -2.3818 -0.1463 -0.5713
18 O -2.4517 -0.2662 -1.5385
19 H 1.5598 0.7822 -1.4920
20 H 1.1553 2.0704 -2.1322
21 O 1.8256 1.7097 -1.5393

The charge is 0. Its molar mass is 123.152 g mol⁻¹. The structure (SMILES) is C=N/C=C/C.O.O.O. The HOMO energy is -8.79 eV. Its lowest unoccupied orbital energy is 0.014 Eh.

---

Model b:
This record from the Open Molecules 2025 dataset describes a cluster of 5 separate species, C4H13NO3 in total. The level of theory is ωB97M-V with the def2-TZVPD basis set.

Element x y z (Å)
1 C 3.8204 -0.3237 0.0321
2 O -0.4066 1.7508 -0.6718
3 C 2.5003 0.0036 0.4286
4 C -1.5294 -0.4378 1.5628
5 C -1.3545 -1.6570 1.0497
6 O -3.3264 1.0214 -0.9586
7 N 1.9858 1.1753 0.7068
8 H 4.4919 0.4888 -0.1731
9 H 4.2053 -1.2930 0.0305
10 H -0.6808 0.8652 -1.0293
11 H 1.9293 -0.9173 0.3511
12 H -0.9404 -0.2648 2.4568
13 H -2.3029 0.2243 1.0604
14 H -1.4730 -1.7874 -0.0400
15 H -1.1091 -2.5949 1.6042
16 H -4.0631 1.2349 -1.6624
17 H 2.6888 1.9120 0.7486
18 H 0.4459 1.5289 -0.2672
19 H -2.7288 0.3379 -1.1465
20 H -0.8205 -0.5874 -2.4474
21 O -1.3323 -0.6802 -1.6351

The charge is 0. Its molar mass is 123.152 g mol⁻¹. The HOMO energy is -8.12 eV. Its lowest unoccupied orbital energy is -0.189 Eh.

---

It turns out model a is the most stable, with the second structure 7.978 eV higher.

---

Model a:
This record from the Open Molecules 2025 dataset describes a cluster of 4 separate species, C2H13N3O3 in total. The level of theory is ωB97M-V with the def2-TZVPD basis set.

Element x y z (Å)
1 C 2.2351 0.1294 0.5654
2 N 2.2198 0.9821 -0.5479
3 C 1.1880 1.7551 -1.0122
4 N 1.4197 2.2163 -2.3480
5 N 0.2229 2.0954 -0.2065
6 H 2.2993 -0.9242 0.2640
7 H 3.2511 0.3531 1.0959
8 H 1.3996 0.2295 1.2425
9 H 2.8929 0.5737 -1.3125
10 H 2.2299 1.8623 -2.8203
11 H 0.9571 3.2023 -2.6688
12 H -0.0189 3.0096 -0.2627
13 H -1.4209 0.3191 0.2962
14 H -2.8375 0.4861 0.1248
15 O -2.3013 -0.0171 0.7239
16 H -3.3207 -6.0883 -0.6813
17 H -4.3973 -5.3667 -1.2856
18 O -4.1601 -5.6686 -0.4155
19 H -1.1474 -0.1749 3.1699
20 H -0.4560 0.9851 2.9231
21 O -0.2553 0.0404 3.1555

The charge is 0. Its molar mass is 127.144 g mol⁻¹. The structure (SMILES) is [H]/N=C(\N)NC.O.O.O. The HOMO energy is -8.81 eV. Its lowest unoccupied orbital energy is 0.020 Eh.

---

Model b:
This record from the Open Molecules 2025 dataset describes a cluster of 4 separate species, C2H13N3O3 in total. The level of theory is ωB97M-V with the def2-TZVPD basis set.

Element x y z (Å)
1 C -2.4760 1.0153 1.5942
2 N -1.5820 0.7813 0.4474
3 C -0.2739 1.4261 0.5504
4 N 0.1421 1.7183 -0.7160
5 N 0.2412 1.6199 1.6830
6 H -2.0000 1.5060 2.4238
7 H -3.3142 1.6107 1.2233
8 H -2.9686 0.0944 1.9218
9 H -1.3355 -0.2035 0.4732
10 H -0.3427 1.4832 -1.5632
11 H 1.0058 2.2048 -0.8830
12 H 1.0452 2.2380 1.7106
13 H 1.9503 -0.6713 -0.1041
14 H 0.8770 -1.6856 0.1105
15 O 1.8481 -1.6095 0.0992
16 H 2.2874 -1.5168 -2.1042
17 H 1.4927 -0.2889 -1.9924
18 O 2.1782 -0.6662 -2.5541
19 H -0.5361 -3.7148 0.0524
20 H -0.6546 -3.0779 -1.3361
21 O -0.6251 -2.8629 -0.3938

The charge is 0. Its molar mass is 127.144 g mol⁻¹. The structure (SMILES) is [H]/N=C(\N)NC.O.O.O. The HOMO energy is -9.52 eV. Its lowest unoccupied orbital energy is 0.012 Eh.

---

It turns out model b is the most stable, with the second structure 1.231 eV higher.